(1)
{
  "formula": "CH7N2O",
  "method": "ωB97M-V/def2-TZVPD",
  "elements": ["N", "C", "O", "H", "H", "H", "H", "N", "H", "H", "H"],
  "positions_angstrom": [[1.337, 1.519, 0.095], [0.172, 1.308, 0.951], [-0.412, 0.143, 0.634], [1.833, 0.643, 0.238], [0.959, 1.450, -0.819], [0.683, 1.358, 1.926], [-0.493, 2.165, 0.801], [-0.852, -2.326, -1.035], [-1.145, -1.711, -1.766], [-0.354, -1.785, -0.302], [-1.728, -2.764, -0.725]],
  "forces_ev_per_a": [[0.3, 0.0, 0.7], [2.1, 0.7, -1.1], [-1.2, -0.4, 1.1], [0.5, 0.2, -0.3], [0.0, 0.1, -1.4], [-1.2, -0.4, 0.7], [-0.5, -0.1, 0.4], [0.1, -0.5, 0.6], [0.1, 0.6, -0.4], [-1.1, -0.6, -0.8], [0.8, 0.3, 0.4]],
  "mulliken_charge": [-0.676, -0.235, -0.339, 0.279, 0.262, 0.342, 0.334, -0.721, 0.230, 0.300, 0.224],
  "spin_multiplicity": 2,
  "lumo_energy_ev": [0.93, -2.28],
  "homo_lumo_gap_ev": [10.5386, 7.3229],
  "max_force_ev_per_a": 2.43,
  "e_above_lowest_ev": 0.7332
}

=====

(2)
{
  "formula": "C27H44ClF6N5O5P2",
  "method": "ωB97M-V/def2-TZVPD",
  "elements": ["C", "C", "O", "C", "C", "O", "C", "N", "C", "C", "C", "C", "C", "C", "C", "C", "O", "C", "C", "O", "C", "N", "C", "C", "C", "C", "C", "C", "C", "C", "N", "P", "O", "Cl", "N", "C", "C", "C", "N", "H", "H", "H", "H", "H", "H", "H", "H", "H", "H", "H", "H", "H", "H", "H", "H", "H", "H", "H", "H", "H", "H", "H", "H", "H", "H", "H", "H", "H", "H", "H", "H", "H", "H", "H", "H", "H", "H", "H", "H", "H", "H", "H", "H", "F", "P", "F", "F", "F", "F", "F"],
  "positions_angstrom": [[6.548, 1.037, 0.723], [6.177, -0.425, 0.574], [5.407, -0.621, -0.596], [4.747, -1.879, -0.590], [3.334, -1.758, 0.008], [2.374, -1.778, -1.047], [1.452, -2.841, -0.986], [0.185, -2.348, -1.506], [-0.187, -2.789, -2.838], [0.500, -1.952, -3.940], [0.498, -0.444, -3.611], [-0.269, 0.362, -4.692], [-0.035, 1.876, -4.589], [0.248, 2.358, -3.152], [-0.056, 3.870, -3.035], [-1.055, 4.188, -1.918], [-0.804, 3.447, -0.714], [-0.324, 4.231, 0.321], [1.077, 3.936, 0.811], [-1.000, 5.097, 0.850], [-0.467, -1.532, -0.676], [0.005, -1.273, 0.551], [-0.875, -0.458, 1.093], [-0.626, 0.049, 2.479], [0.009, -1.021, 3.334], [-0.634, -2.193, 3.592], [-0.072, -3.142, 4.388], [1.160, -2.912, 4.929], [1.815, -1.758, 4.661], [1.245, -0.815, 3.859], [-1.885, -0.193, 0.257], [-3.281, 0.844, 0.639], [-2.560, 2.263, 0.978], [-3.959, 0.158, 2.402], [-1.610, -0.869, -0.911], [-2.520, -0.725, -2.016], [-3.771, -1.554, -1.846], [-5.009, -1.040, -2.538], [-3.747, -2.594, -1.126], [6.933, 1.212, 1.726], [7.331, 1.314, 0.020], [5.665, 1.643, 0.533], [7.093, -1.028, 0.577], [5.574, -0.728, 1.440], [5.354, -2.568, 0.005], [4.681, -2.224, -1.618], [3.295, -0.784, 0.500], [3.147, -2.506, 0.779], [1.821, -3.640, -1.634], [1.336, -3.264, 0.011], [0.211, -3.797, -2.940], [-1.254, -2.912, -3.001], [1.535, -2.290, -3.961], [0.058, -2.124, -4.919], [0.025, -0.216, -2.659], [1.523, -0.087, -3.542], [0.082, -0.018, -5.650], [-1.329, 0.143, -4.546], [0.777, 2.205, -5.234], [-0.948, 2.375, -4.919], [1.312, 2.255, -2.952], [-0.329, 1.819, -2.404], [-0.499, 4.256, -3.954], [0.854, 4.452, -2.884], [-2.071, 4.039, -2.285], [-0.976, 5.253, -1.699], [1.647, 3.271, 0.168], [0.982, 3.489, 1.800], [1.585, 4.885, 0.945], [-1.490, 0.507, 2.950], [0.125, 0.837, 2.376], [-1.613, -2.399, 3.173], [-0.580, -4.072, 4.586], [1.616, -3.660, 5.562], [2.787, -1.554, 5.084], [1.794, 0.093, 3.651], [-2.304, 2.629, 0.115], [-2.065, -0.913, -2.981], [-2.856, 0.312, -2.069], [-5.876, -1.648, -2.292], [-4.901, -1.088, -3.623], [-5.247, -0.026, -2.216], [-4.668, -3.024, -1.094], [-3.985, -0.706, 7.070], [-4.601, 0.682, 6.429], [-4.555, 1.768, 5.175], [-5.019, -0.423, 5.268], [-6.210, 1.018, 6.481], [-3.054, 1.256, 6.540], [-4.749, 1.184, 7.988]],
  "forces_ev_per_a": [[0.0, -0.3, -0.3], [-0.1, 0.3, 0.5], [0.2, -0.1, -0.3], [0.2, 0.3, 0.6], [0.6, 0.4, -0.3], [-0.2, -0.3, 0.7], [0.5, 0.2, -0.5], [0.1, -0.9, 0.2], [0.3, -0.3, -0.9], [0.1, 0.5, 1.1], [-0.3, 0.3, -1.0], [1.0, -0.2, 0.7], [-0.5, -0.3, 0.6], [0.1, 1.1, -0.9], [-0.1, -0.3, 0.6], [0.1, 1.0, -0.9], [0.3, 0.1, -0.1], [-0.7, 1.7, 1.7], [-0.4, -0.3, -0.2], [1.0, -1.6, -1.5], [0.1, -0.4, -0.4], [-0.1, -0.1, -0.3], [0.8, -0.5, 0.4], [0.1, 0.3, -0.1], [-0.7, 1.0, -0.8], [-1.5, -0.6, -0.4], [-0.3, -0.9, 0.2], [0.5, -1.3, 0.9], [1.3, 0.6, 0.4], [0.8, 1.0, -0.1], [0.3, 0.5, 1.6], [-1.7, 0.6, -1.2], [-0.2, -1.4, 0.5], [0.5, 0.3, -0.1], [-0.1, 0.3, -0.1], [-0.8, 0.2, -0.1], [-0.9, -0.5, 0.1], [0.0, -0.1, 0.0], [0.5, 0.3, 0.0], [-0.1, 0.1, 0.1], [-0.1, 0.1, -0.1], [0.0, 0.2, 0.1], [-0.1, -0.2, -0.2], [0.1, 0.0, 0.1], [-0.1, -0.2, -0.2], [0.0, -0.1, -0.1], [-0.2, 0.1, 0.0], [-0.2, -0.2, -0.2], [-0.4, -0.1, -0.2], [0.0, 0.3, 0.2], [-0.2, -0.2, 0.1], [-0.2, 0.3, 0.4], [0.1, 0.0, -0.2], [-0.1, -0.2, 0.0], [0.3, -0.2, 0.1], [0.1, 0.0, 0.1], [-0.4, 0.1, -0.2], [-0.1, 0.0, -0.4], [0.0, 0.0, -0.1], [0.0, 0.1, -0.2], [0.0, -0.5, 0.3], [0.0, -0.1, 0.0], [0.0, 0.0, -0.1], [0.1, -0.1, 0.1], [-0.1, -0.4, 0.4], [-0.2, 0.0, 0.2], [-0.1, 0.0, -0.1], [0.0, -0.1, 0.1], [0.1, 0.1, 0.0], [-0.1, -0.1, 0.0], [-0.1, 0.2, -0.1], [-0.1, 0.2, -0.1], [-0.2, -0.1, 0.0], [0.0, -0.1, 0.1], [0.1, -0.1, 0.1], [-0.1, 0.1, 0.0], [0.3, 0.5, 0.0], [0.3, -0.2, 0.1], [0.2, 0.1, 0.1], [0.1, -0.2, 0.1], [0.1, 0.3, -0.1], [0.2, 0.1, -0.2], [0.0, -0.1, 0.1], [-0.5, 0.0, 0.6], [0.1, 0.3, 0.5], [-0.7, 0.4, 0.1], [0.5, 0.3, -1.0], [-0.2, -0.8, -0.2], [0.4, -0.8, -0.2], [0.5, 0.6, -0.2]],
  "mulliken_charge": [-1.232, -0.189, -0.377, -0.749, -0.403, -0.252, -0.933, 0.153, -1.041, -0.883, 0.567, -0.847, -0.966, 0.766, -0.974, -0.778, -0.397, 0.908, -1.206, -0.530, 0.318, -0.410, -0.166, -0.017, 0.092, -0.137, -0.944, -0.395, -0.813, -0.313, -0.091, 0.042, -0.349, -0.038, 1.483, -1.036, 0.322, -1.414, -0.503, 0.385, 0.296, 0.274, 0.332, 0.316, 0.343, 0.364, 0.356, 0.390, 0.360, 0.453, 0.601, 0.274, 0.354, 0.569, -0.825, 0.701, 0.501, 0.174, 0.280, 0.462, 0.228, -0.494, 0.415, 0.398, 0.307, 0.537, 0.299, 0.296, 0.386, 0.757, -0.034, 0.468, 0.451, 0.405, 0.416, 0.405, 0.306, 0.456, 0.370, 0.464, 0.328, 0.334, 0.274, -0.343, 0.999, -0.320, -0.336, -0.338, -0.340, -0.325],
  "lumo_energy_ev": -0.59,
  "homo_lumo_gap_ev": 8.9284,
  "max_force_ev_per_a": 2.46
}

=====

(3)
{
  "formula": "C7H9Br2IN3",
  "method": "ωB97M-V/def2-TZVPD",
  "elements": ["C", "C", "C", "C", "C", "C", "C", "N", "N", "N", "Br", "Br", "I", "H", "H", "H", "H", "H", "H", "H", "H", "H"],
  "positions_angstrom": [[3.190, -0.608, -0.353], [1.281, 0.592, -0.827], [-1.917, 0.523, 0.752], [-1.137, 0.596, -0.320], [0.299, -1.456, -0.278], [1.477, -1.823, 0.660], [-3.275, 1.089, 0.761], [2.742, -1.429, 0.392], [0.169, -0.030, -0.451], [1.264, 1.947, -0.911], [4.680, 0.001, -1.082], [1.465, -3.845, 1.164], [-1.889, 1.437, -2.120], [-1.471, -0.152, 1.477], [0.343, -1.906, -1.314], [-0.507, -1.881, 0.204], [1.354, -1.407, 1.739], [-3.898, 0.393, 1.419], [-3.446, 1.098, -0.265], [-3.258, 2.072, 1.265], [2.100, 2.421, -1.300], [0.434, 2.366, -0.612]],
  "forces_ev_per_a": [[-2.7, 0.6, 0.0], [1.1, 1.4, 0.3], [1.7, -0.8, -0.5], [0.3, 0.2, -0.9], [2.3, -0.8, -1.8], [-2.1, -1.2, 3.7], [0.2, -1.2, 3.6], [2.5, 0.2, -1.7], [0.0, 0.8, 0.4], [2.5, -3.2, -0.7], [0.7, 0.4, -0.3], [-0.1, 1.6, -0.8], [0.5, 0.0, -0.2], [-0.4, 0.4, 0.8], [0.4, 0.0, 1.3], [-2.1, -0.6, 0.9], [-0.6, -0.6, -1.8], [0.3, 1.0, -1.3], [-1.9, 0.5, -1.3], [-0.2, -0.3, -0.5], [-1.3, -0.2, 0.6], [-1.1, 1.6, 0.2]],
  "mulliken_charge": [0.480, 0.056, 0.243, -0.855, -0.785, -0.200, -1.086, -0.170, 0.273, -0.212, 0.122, -0.115, 0.174, 0.392, 0.274, 0.522, 0.463, 0.299, 0.339, 0.266, 0.264, 0.254],
  "lumo_energy_ev": -4.43,
  "homo_lumo_gap_ev": 8.2113,
  "total_charge": 1,
  "max_force_ev_per_a": 4.43
}

=====

(4)
{
  "formula": "C34H57BO21S",
  "method": "ωB97M-V/def2-TZVPD",
  "elements": ["C", "B", "O", "C", "C", "C", "C", "C", "O", "C", "O", "C", "C", "C", "S", "H", "H", "H", "H", "H", "H", "H", "H", "H", "H", "H", "H", "H", "H", "H", "H", "H", "H", "H", "H", "H", "C", "C", "C", "O", "C", "O", "O", "H", "H", "H", "H", "H", "H", "C", "C", "C", "O", "C", "O", "O", "H", "H", "H", "H", "H", "H", "C", "C", "C", "O", "C", "O", "O", "H", "H", "H", "H", "H", "H", "C", "C", "C", "O", "C", "O", "O", "H", "H", "H", "H", "H", "H", "C", "C", "C", "O", "C", "O", "O", "H", "H", "H", "H", "H", "H", "C", "C", "C", "O", "C", "O", "O", "H", "H", "H", "H", "H", "H"],
  "positions_angstrom": [[0.446, -4.778, 3.678], [0.485, -3.996, 2.246], [0.602, -4.694, 0.967], [0.440, -2.347, 2.129], [1.968, -1.871, 2.129], [2.199, -0.291, 2.303], [0.957, 0.518, 2.908], [3.407, -0.132, 3.388], [-0.229, -1.888, 0.919], [-1.624, -2.140, 0.950], [-2.161, -3.142, 0.402], [-2.663, -1.116, 1.655], [-3.933, -1.867, 2.299], [-4.300, -1.240, 3.759], [-5.494, 0.153, 3.442], [0.954, -5.808, 3.625], [1.024, -4.175, 4.459], [-0.651, -4.947, 3.953], [1.472, -5.180, 1.058], [-0.070, -2.000, 3.105], [2.447, -2.296, 1.175], [2.470, -2.399, 3.026], [2.539, 0.143, 1.300], [0.241, 0.774, 2.054], [1.359, 1.527, 3.306], [0.447, 0.019, 3.799], [4.148, -1.016, 3.306], [2.998, -0.192, 4.465], [4.026, 0.815, 3.217], [-3.081, -0.487, 0.781], [-2.148, -0.384, 2.363], [-4.894, -1.728, 1.673], [-3.783, -2.994, 2.423], [-3.327, -0.920, 4.258], [-4.783, -2.080, 4.359], [-6.030, 0.567, 4.672], [2.897, -5.651, -4.021], [2.458, -5.934, -2.600], [3.005, -4.961, -1.598], [3.048, -5.741, -0.407], [3.196, -7.040, -0.799], [3.470, -7.941, -0.062], [2.993, -7.173, -2.139], [2.482, -6.399, -4.701], [2.569, -4.662, -4.347], [3.985, -5.714, -4.115], [1.366, -5.994, -2.547], [2.360, -4.090, -1.467], [4.021, -4.621, -1.827], [-0.112, 0.337, -1.469], [1.171, 0.915, -2.023], [0.989, 1.662, -3.312], [2.261, 1.511, -3.934], [2.788, 0.347, -3.461], [3.753, -0.194, -3.920], [2.073, -0.122, -2.402], [0.088, -0.207, -0.542], [-0.845, 1.122, -1.263], [-0.552, -0.383, -2.164], [1.665, 1.534, -1.266], [0.756, 2.716, -3.153], [0.228, 1.224, -3.966], [-6.407, 4.608, 6.235], [-5.462, 3.575, 6.805], [-4.248, 4.164, 7.461], [-3.282, 3.131, 7.300], [-3.637, 2.437, 6.182], [-2.940, 1.630, 5.636], [-4.888, 2.783, 5.766], [-7.262, 4.117, 5.757], [-6.779, 5.279, 7.013], [-5.916, 5.203, 5.459], [-6.001, 2.905, 7.485], [-4.409, 4.383, 8.517], [-3.877, 5.065, 6.962], [5.951, -0.823, -5.991], [5.689, -1.958, -6.956], [6.294, -1.747, -8.313], [5.426, -2.497, -9.155], [4.209, -2.515, -8.540], [3.195, -2.881, -9.059], [4.300, -2.059, -7.259], [5.475, -1.026, -5.031], [7.022, -0.681, -5.827], [5.521, 0.113, -6.359], [6.011, -2.909, -6.517], [7.317, -2.123, -8.377], [6.278, -0.702, -8.640], [5.269, 3.243, -4.084], [4.795, 4.315, -3.128], [5.455, 5.646, -3.339], [5.397, 6.225, -2.041], [5.384, 5.191, -1.153], [5.542, 5.310, 0.026], [5.170, 4.003, -1.788], [4.766, 2.297, -3.870], [5.067, 3.519, -5.121], [6.341, 3.058, -3.969], [3.703, 4.397, -3.164], [4.923, 6.264, -4.064], [6.505, 5.569, -3.639], [-8.748, 1.818, 0.232], [-9.193, 2.895, 1.197], [-8.529, 4.221, 0.967], [-8.552, 4.803, 2.266], [-8.551, 3.770, 3.153], [-8.364, 3.889, 4.331], [-8.788, 2.584, 2.528], [-9.251, 0.875, 0.458], [-8.972, 2.094, -0.801], [-7.675, 1.628, 0.323], [-10.285, 2.985, 1.186], [-9.074, 4.842, 0.254], [-7.487, 4.137, 0.643]],
  "forces_ev_per_a": [[0.8, -0.2, -0.4], [-0.1, -0.6, -1.7], [1.6, 0.9, 2.7], [0.6, -1.1, 1.6], [-0.7, -0.3, 0.1], [0.8, -0.2, 1.3], [0.7, 0.9, -0.6], [0.4, -0.7, -0.4], [-2.0, -0.2, 0.6], [-2.7, -2.4, -0.9], [2.8, 3.7, 1.8], [0.2, 0.1, -0.9], [-0.6, 0.5, 0.8], [0.6, -1.2, -0.3], [0.0, -0.1, 0.7], [-0.8, 1.4, 0.0], [-1.2, -0.7, -0.7], [1.5, 0.4, -0.1], [-1.4, 0.0, -0.4], [0.5, 0.1, -1.6], [-0.6, 0.8, 1.4], [-0.8, 0.7, -1.3], [-0.6, -0.4, 1.4], [0.6, -0.5, 1.4], [-0.6, -1.6, -0.7], [0.7, 0.5, -1.4], [-1.1, 1.4, 0.0], [0.5, 0.3, -1.7], [-1.1, -1.2, 0.4], [0.9, -0.9, 1.3], [-0.7, -1.1, -0.8], [1.8, -0.3, 0.7], [0.1, 1.7, -0.3], [-1.5, -0.2, -0.5], [0.5, 1.3, -0.7], [1.0, -0.7, -1.0], [0.1, -0.4, -0.2], [0.0, 0.4, -1.1], [-0.2, 0.8, 0.1], [0.1, -0.5, 0.0], [0.2, -1.0, 0.4], [-0.2, 0.7, -0.5], [0.1, 0.1, 0.9], [-0.1, 0.1, 0.0], [0.0, -0.1, 0.1], [-0.1, 0.1, 0.1], [0.1, 0.0, 0.1], [0.0, -0.1, 0.2], [-0.1, -0.1, -0.1], [0.1, -0.4, 0.2], [-1.1, 0.0, 0.6], [-0.3, 0.6, -0.1], [0.4, -0.5, 0.1], [0.5, -0.5, -0.1], [-0.7, 0.5, 0.4], [0.6, 0.3, -0.7], [0.0, 0.2, -0.1], [0.1, 0.0, 0.0], [0.1, 0.2, -0.1], [0.0, 0.0, -0.1], [0.2, -0.1, -0.1], [0.0, -0.1, 0.2], [-0.3, -0.4, -0.2], [-0.9, 1.0, 0.0], [0.1, 0.3, 0.6], [0.0, -0.4, -0.5], [0.4, -0.6, -0.5], [-0.4, 0.5, 0.4], [0.8, -0.3, 0.3], [0.5, 0.3, 0.5], [0.1, -0.1, 0.0], [0.1, 0.0, 0.1], [0.1, 0.0, 0.0], [0.2, -0.1, -0.1], [-0.2, 0.0, -0.1], [-0.3, 0.0, 0.3], [0.5, 0.7, 0.8], [0.6, -0.1, -0.2], [-0.5, 0.0, 0.1], [-0.9, -0.3, -0.3], [0.7, 0.2, 0.4], [-0.1, -0.3, -0.7], [0.2, 0.0, -0.1], [0.0, -0.1, -0.1], [0.1, -0.1, -0.1], [0.0, 0.0, -0.1], [-0.2, -0.1, -0.1], [0.0, 0.0, 0.2], [0.0, -0.4, 0.3], [0.1, -0.7, -0.9], [-0.1, 0.5, -0.4], [0.0, -0.4, 0.4], [0.2, 0.1, 1.1], [-0.1, -0.1, -0.9], [0.0, 0.6, 0.4], [0.0, 0.1, -0.2], [-0.1, 0.0, 0.1], [-0.1, 0.2, 0.0], [0.1, 0.1, 0.0], [0.0, 0.1, 0.2], [-0.1, -0.2, 0.0], [0.0, -0.4, 0.2], [0.0, -0.7, -1.0], [-0.1, 0.5, -0.5], [0.0, -0.4, 0.6], [0.1, -0.1, 0.6], [-0.7, -0.2, -1.4], [0.1, 0.8, 0.5], [0.0, 0.1, -0.1], [0.0, 0.0, 0.1], [-0.1, 0.2, 0.0], [0.1, 0.1, 0.0], [0.0, 0.1, 0.2], [-0.1, -0.2, 0.0]],
  "mulliken_charge": [-0.901, 0.583, -0.571, 0.116, -1.030, 1.108, -1.148, -1.397, 0.142, 0.072, -0.574, -0.076, -0.833, -0.477, -0.187, 0.242, 0.289, 0.283, 0.232, 0.077, 0.104, 0.320, -0.051, 0.100, 0.429, 0.224, 0.354, 0.326, 0.350, 0.265, 0.211, 0.309, 0.360, 0.283, 0.366, 0.092, -1.522, 0.531, -0.265, -0.370, 0.612, -0.554, -0.356, 0.372, 0.398, 0.351, 0.262, 0.224, 0.296, -1.155, 0.652, -0.516, -0.306, 0.446, -0.536, -0.218, -0.133, 0.450, 0.366, 0.293, 0.347, 0.312, -1.464, 0.580, -0.528, -0.341, 0.562, -0.527, -0.205, 0.452, 0.394, 0.318, 0.231, 0.318, 0.315, -1.354, 0.607, -0.528, -0.321, 0.573, -0.546, -0.276, 0.251, 0.447, 0.323, 0.233, 0.322, 0.320, -1.207, 0.582, -0.467, -0.328, 0.614, -0.538, -0.337, 0.025, 0.391, 0.396, 0.202, 0.327, 0.318, -1.416, 0.540, -0.519, -0.320, 0.570, -0.589, -0.305, 0.348, 0.384, 0.327, 0.245, 0.326, 0.308],
  "lumo_energy_ev": 0.29,
  "homo_lumo_gap_ev": 9.0754,
  "max_force_ev_per_a": 5.01
}

=====

Number 1: energy -226.9474 Ha. Number 2: energy -3447.3807 Ha. Number 3: energy -5881.7200 Ha. Number 4: energy -3332.8613 Ha.